# 1
Entry from OMol25: C17H36Cl10F2NO6P2 as an isolated structure (ωB97M-V/def2-TZVPD).

```
74
Properties=species:S:1:pos:R:3:forces:R:3:lowdin_charge:R:1
C -0.810 1.045 -1.255 0.582 -0.559 -0.399 -0.023
C -0.527 0.001 -2.357 0.208 -0.303 2.608 -0.567
O -0.700 0.367 -3.469 -1.099 0.479 -2.690 0.021
N -0.038 -1.263 -2.037 -0.578 0.926 0.474 -0.138
C 0.770 -1.206 -0.826 -0.122 -0.356 0.617 -0.191
P -1.310 -2.553 -1.830 1.427 -3.377 -1.770 0.590
F -0.474 -3.472 -3.032 -0.292 0.271 0.457 -0.350
O -2.341 -1.995 -3.074 -0.173 0.184 1.224 -0.233
C -3.625 -2.105 -2.517 -0.459 0.269 -1.032 -0.233
C -3.551 -1.525 -1.042 -0.694 0.254 -0.934 -0.487
C -4.100 -0.092 -1.178 -0.312 0.125 1.295 -0.106
C -4.613 0.530 0.115 0.383 0.040 -0.668 -0.204
F -5.265 1.717 -0.232 0.011 0.412 0.116 -0.070
P -4.343 -2.574 0.259 0.690 -0.533 -0.627 0.510
O -3.969 -3.975 0.210 0.057 -1.379 -0.035 -0.268
O -3.802 -1.972 1.666 -0.880 0.766 -0.070 -0.155
O -5.966 -2.445 0.185 0.414 0.781 0.594 -0.138
O -2.215 -1.622 -0.669 0.056 0.518 0.292 -0.274
H -1.079 0.609 -0.299 -0.014 0.019 0.082 0.068
H 0.122 1.601 -1.154 -0.304 0.102 0.141 -0.017
H -1.578 1.699 -1.645 -0.132 0.181 0.038 0.074
H 0.183 -1.316 0.090 -0.060 0.017 -0.130 0.002
H 1.317 -0.275 -0.723 0.148 0.153 -0.289 0.025
H 1.487 -2.020 -0.809 0.147 -0.129 -0.179 0.082
H -0.452 -3.191 -0.890 -0.091 0.733 0.394 0.031
H -2.187 -3.674 -1.675 -0.072 0.273 0.082 0.038
H -4.095 -3.087 -2.595 0.521 -0.445 0.355 0.109
H -4.228 -1.506 -3.200 -0.338 0.432 0.487 0.113
H -4.936 -0.076 -1.865 -0.188 -0.174 -0.174 0.117
H -3.334 0.565 -1.570 0.222 -0.113 -0.262 0.104
H -5.364 -0.074 0.610 0.070 -0.160 0.187 0.091
H -3.771 0.763 0.762 -0.129 0.096 0.349 0.119
H -4.036 -2.584 2.379 0.287 -0.007 -0.133 0.064
H -6.300 -2.819 1.015 -0.261 -0.042 -0.360 0.076
Cl 2.131 2.342 -0.216 0.483 0.166 0.483 0.610
C 2.265 3.656 -1.397 -0.198 0.108 -0.074 -0.662
C 3.593 3.669 -2.095 0.215 0.145 -0.117 -0.703
Cl 4.940 4.156 -1.017 0.022 0.077 0.101 0.539
H 2.057 4.597 -0.891 0.082 -0.033 0.065 0.072
H 1.482 3.483 -2.134 0.029 0.005 -0.054 0.051
H 3.569 4.392 -2.910 0.004 0.004 0.016 0.055
H 3.828 2.693 -2.508 0.173 0.346 0.236 -0.025
Cl 2.443 1.189 -3.464 -0.249 -0.566 -0.359 0.683
C 1.217 1.649 -4.671 0.083 0.043 -0.599 -0.618
C 1.835 2.078 -5.975 -0.070 -0.168 0.055 -0.636
Cl 2.716 3.629 -5.835 0.126 0.139 -0.033 0.523
H 0.600 2.435 -4.242 0.031 -0.057 0.007 0.074
H 0.588 0.772 -4.826 0.184 0.144 -0.008 0.064
H 1.054 2.227 -6.719 -0.029 0.052 0.061 0.073
H 2.531 1.332 -6.350 0.080 0.053 0.049 0.068
Cl 0.342 -3.819 2.397 0.022 -0.005 0.013 0.571
C -0.141 -2.666 3.664 0.042 -0.035 0.068 -0.680
C -0.532 -1.326 3.099 -0.146 0.085 -0.164 -0.671
Cl 0.867 -0.464 2.408 0.129 0.123 0.288 0.592
H 0.683 -2.575 4.369 0.030 0.029 -0.056 0.065
H -0.993 -3.105 4.181 -0.067 0.002 -0.098 0.038
H -0.937 -0.695 3.885 0.094 0.001 0.048 0.003
H -1.285 -1.427 2.317 0.086 -0.055 -0.068 0.055
Cl 7.651 1.496 2.254 0.031 0.006 0.046 0.537
C 7.747 2.791 1.034 -0.109 0.021 -0.080 -0.683
C 9.071 2.797 0.315 -0.061 0.020 -0.138 -0.664
Cl 10.420 3.282 1.379 0.040 -0.015 0.012 0.519
H 7.560 3.739 1.534 0.052 -0.027 0.049 0.068
H 6.945 2.615 0.320 0.030 -0.030 -0.013 0.028
H 9.039 3.516 -0.502 -0.031 0.032 0.042 0.071
H 9.304 1.818 -0.096 0.024 -0.020 0.089 0.068
Cl -0.561 -0.133 6.855 -0.008 0.015 -0.025 0.565
C -1.939 -1.052 7.510 0.004 -0.016 0.122 -0.656
C -2.480 -2.046 6.515 -0.114 -0.086 0.088 -0.642
Cl -3.271 -1.245 5.132 -0.093 -0.053 0.032 0.604
H -2.703 -0.342 7.819 0.011 0.032 -0.081 0.067
H -1.579 -1.578 8.394 0.015 -0.042 -0.043 0.072
H -3.232 -2.673 6.991 -0.011 0.049 0.025 0.074
H -1.692 -2.688 6.129 0.037 0.058 -0.024 0.051
```
Forces are in eV/Å.

* charge: -1
* molar mass: 804.950 g mol⁻¹
* energy: -181230.34783 eV


# 2
Entry from OMol25: C34H40BaCl3N8O9 as an isolated structure (ωB97M-V/def2-TZVPD).

```
95
Properties=species:S:1:pos:R:3:forces:R:3:lowdin_charge:R:1
Ba 0.334 -0.043 0.186 0.198 -0.576 -0.830 2.085
C -2.281 2.433 0.229 -0.043 -0.052 0.060 -0.169
C -1.528 2.498 -1.101 0.015 -0.009 0.029 -0.165
O -1.370 1.239 -1.756 -0.057 0.094 0.103 -0.276
C -2.526 0.683 -2.376 0.047 -0.004 -0.023 -0.148
C -3.351 -0.170 -1.431 -0.056 0.018 0.092 -0.167
O -2.563 -1.179 -0.816 0.088 0.045 -0.166 -0.173
C -2.588 -2.455 -1.448 -0.051 -0.033 0.104 -0.157
C -1.181 -2.932 -1.698 -0.032 -0.019 0.015 -0.183
O -0.504 -2.913 -0.450 0.054 0.001 -0.026 -0.208
C 0.779 -3.522 -0.460 0.004 0.037 0.040 -0.195
C 1.203 -3.640 0.981 0.022 0.003 0.011 -0.165
O 1.302 -2.331 1.535 -0.091 -0.073 0.019 -0.257
C 0.898 -2.244 2.904 -0.007 0.069 0.034 -0.161
C -0.595 -2.030 3.028 -0.044 0.068 0.027 -0.164
O -0.896 -0.730 2.523 -0.009 0.015 0.051 -0.274
C -2.263 -0.355 2.638 -0.006 0.082 -0.017 -0.164
C -2.402 1.088 2.205 0.041 -0.025 0.036 -0.154
O -1.990 1.190 0.848 0.026 0.052 0.073 -0.319
H -3.367 2.522 0.107 0.010 0.013 -0.069 0.133
H -1.936 3.265 0.851 -0.011 -0.006 0.016 0.143
H -0.511 2.841 -0.912 -0.010 0.018 0.031 0.109
H -2.015 3.216 -1.767 -0.001 0.001 0.002 0.140
H -2.150 0.071 -3.199 0.004 -0.001 -0.001 0.130
H -3.145 1.479 -2.803 -0.005 -0.003 0.004 0.142
H -4.188 -0.608 -1.983 0.009 -0.001 -0.016 0.137
H -3.767 0.435 -0.628 -0.008 -0.009 0.003 0.118
H -3.132 -2.422 -2.395 0.014 0.014 -0.009 0.136
H -3.099 -3.155 -0.781 -0.015 -0.008 -0.016 0.138
H -0.672 -2.280 -2.413 -0.004 0.001 -0.016 0.103
H -1.204 -3.949 -2.106 -0.006 -0.011 0.018 0.141
H 1.485 -2.904 -1.028 0.020 -0.002 0.041 0.098
H 0.747 -4.513 -0.924 -0.078 -0.019 0.038 0.141
H 2.170 -4.147 1.059 0.002 0.000 -0.001 0.142
H 0.456 -4.227 1.523 0.000 -0.005 -0.009 0.136
H 1.429 -1.389 3.324 0.013 -0.005 -0.003 0.129
H 1.190 -3.147 3.445 0.030 0.010 0.003 0.141
H -0.897 -2.093 4.079 0.041 -0.011 0.014 0.143
H -1.152 -2.784 2.459 -0.008 0.002 0.003 0.135
H -2.593 -0.440 3.678 0.006 -0.043 -0.001 0.143
H -2.879 -1.005 2.007 -0.006 0.006 0.006 0.137
H -1.779 1.741 2.826 -0.012 0.003 0.008 0.133
H -3.450 1.389 2.307 0.002 0.012 -0.001 0.144
C 4.974 3.792 -0.775 0.023 -0.031 -0.013 -0.087
N 4.242 2.540 -0.799 -0.066 0.029 0.061 -0.131
C 2.964 2.318 -1.111 0.116 -0.029 0.056 -0.150
N 2.712 1.020 -1.103 -0.054 0.295 0.132 -0.019
C 3.918 0.486 -0.768 -0.019 -0.074 -0.024 -0.213
N 4.870 1.367 -0.578 0.023 -0.020 -0.076 0.138
C 5.405 4.242 -2.152 0.026 0.033 0.004 -0.187
C 5.761 5.570 -2.362 0.008 -0.011 -0.003 -0.030
C 6.235 5.982 -3.599 -0.001 -0.009 -0.005 -0.053
C 6.352 5.076 -4.641 0.004 0.009 0.012 -0.009
C 5.982 3.752 -4.435 0.007 0.003 -0.005 -0.132
C 5.510 3.337 -3.195 0.002 -0.022 -0.015 0.035
C 6.118 2.778 -5.516 0.003 -0.003 0.005 -0.290
N 6.879 2.820 -6.552 -0.005 0.000 -0.014 0.130
N 6.655 1.641 -7.251 -0.002 0.010 -0.001 0.129
C 5.779 0.982 -6.580 -0.006 -0.017 0.013 -0.294
O 5.383 1.637 -5.460 -0.004 0.010 -0.001 0.131
C 5.183 -0.317 -6.887 0.014 0.005 -0.011 -0.130
C 5.837 -1.180 -7.760 -0.002 0.000 0.014 -0.007
C 5.265 -2.404 -8.061 0.004 0.004 -0.004 -0.052
C 4.045 -2.760 -7.506 0.000 0.001 -0.005 -0.035
C 3.380 -1.890 -6.650 0.007 -0.007 0.006 -0.194
C 1.999 -2.261 -6.161 -0.054 -0.016 -0.002 -0.073
N 1.621 -1.635 -4.904 0.065 0.119 -0.024 -0.127
C 1.852 -2.021 -3.646 -0.045 -0.076 -0.026 -0.138
N 1.397 -1.119 -2.795 0.000 -0.001 0.028 0.042
C 0.908 -0.155 -3.621 -0.040 0.033 -0.056 -0.224
N 1.014 -0.429 -4.901 0.030 -0.013 0.037 0.129
C 3.957 -0.670 -6.331 -0.006 0.005 -0.005 0.035
H 5.845 3.616 -0.145 -0.025 0.007 0.033 0.141
H 4.355 4.544 -0.288 -0.020 0.018 -0.033 0.103
H 2.264 3.113 -1.314 -0.006 -0.001 0.015 0.144
H 4.090 -0.572 -0.655 -0.001 -0.001 0.009 0.115
H 5.677 6.285 -1.553 -0.002 0.001 -0.001 0.119
H 6.513 7.016 -3.752 -0.001 0.000 -0.002 0.111
H 6.723 5.381 -5.610 0.003 -0.003 -0.001 0.121
H 5.252 2.296 -3.046 0.001 0.006 -0.003 0.118
H 6.785 -0.882 -8.187 0.000 -0.004 -0.001 0.121
H 5.773 -3.086 -8.729 -0.002 -0.002 0.001 0.112
H 3.602 -3.719 -7.750 0.000 0.000 -0.002 0.116
H 1.907 -3.341 -6.046 0.025 0.001 0.016 0.130
H 1.250 -1.937 -6.884 -0.016 -0.034 -0.003 0.138
H 2.333 -2.954 -3.400 0.007 0.002 -0.008 0.141
H 0.460 0.762 -3.273 0.002 -0.029 0.027 0.099
H 3.449 0.025 -5.675 -0.001 -0.001 0.002 0.116
Cl 0.771 3.603 3.899 -0.017 -0.001 0.013 0.612
C 2.179 2.836 3.138 0.021 0.021 -0.026 -1.500
Cl 3.187 4.088 2.367 -0.022 -0.014 0.002 0.622
Cl 3.123 2.001 4.360 0.009 -0.007 0.011 0.634
C 1.685 1.875 2.010 -0.064 0.019 -0.037 -0.894
O 2.122 0.711 1.998 0.015 0.069 0.159 -0.182
O 0.868 2.368 1.195 -0.019 0.080 0.069 -0.213
```
Forces are in eV/Å.

* charge: +1
* molar mass: 948.428 g mol⁻¹
* ΔE to the lowest compared entry with this formula, charge and spin: 4.2 kJ/mol


# 3
Entry from OMol25: C17H39N2NaSSb as an isolated structure (ωB97M-V/def2-TZVPD).

```
61
Properties=species:S:1:pos:R:3:forces:R:3:nbo_charge:R:1
Na -1.417 -1.629 -1.226 -0.018 0.070 -0.206 0.898
C 4.175 -0.778 1.291 -0.028 -0.002 -0.013 -0.643
C 3.236 -0.428 0.143 -0.446 -0.172 -0.029 -0.235
C 3.008 1.081 0.095 -0.003 -0.023 0.000 -0.642
C 3.829 -0.904 -1.180 -0.027 0.004 0.025 -0.642
Sb 1.202 -1.351 0.276 0.196 -0.113 0.370 0.873
C 1.551 -3.560 0.333 0.075 0.376 0.159 -0.280
C 2.762 -3.970 1.165 -0.071 -0.039 -0.052 -0.635
C 1.751 -3.963 -1.127 0.005 0.019 0.062 -0.634
C 0.300 -4.248 0.867 0.094 0.051 -0.021 -0.621
C 0.367 -0.667 2.240 0.325 -0.180 -0.226 -0.266
C 1.375 -0.724 3.381 -0.071 -0.002 -0.019 -0.635
C -0.084 0.774 2.008 0.036 -0.021 0.000 -0.651
C -0.852 -1.518 2.580 0.084 0.033 -0.037 -0.626
H 5.132 -0.274 1.120 0.007 0.009 -0.008 0.219
H 4.376 -1.846 1.352 0.023 0.062 0.031 0.215
H 3.797 -0.443 2.254 0.080 -0.026 -0.050 0.214
H 3.960 1.584 -0.103 0.015 -0.006 -0.003 0.221
H 2.629 1.461 1.045 0.061 0.015 -0.056 0.208
H 2.312 1.360 -0.699 -0.003 0.037 0.021 0.212
H 4.773 -0.382 -1.363 0.007 0.008 0.009 0.222
H 3.166 -0.693 -2.022 0.024 -0.024 -0.023 0.213
H 4.047 -1.973 -1.163 0.020 0.030 -0.024 0.208
H 3.689 -3.611 0.719 -0.005 -0.040 0.034 0.210
H 2.825 -5.063 1.211 -0.003 -0.001 -0.006 0.216
H 2.696 -3.598 2.188 0.050 -0.017 -0.002 0.211
H 2.627 -3.491 -1.572 -0.041 -0.020 -0.037 0.218
H 0.881 -3.703 -1.737 0.026 -0.035 -0.052 0.187
H 1.888 -5.047 -1.194 -0.010 -0.012 -0.002 0.222
H 0.169 -4.087 1.935 -0.026 -0.035 -0.038 0.217
H 0.379 -5.327 0.705 -0.011 -0.006 -0.036 0.222
H -0.607 -3.910 0.350 -0.046 -0.038 0.064 0.172
H 2.185 -0.011 3.228 -0.048 -0.034 0.068 0.208
H 1.801 -1.721 3.503 0.036 0.025 0.035 0.209
H 0.880 -0.456 4.320 -0.006 -0.002 0.001 0.216
H 0.747 1.430 1.744 -0.098 -0.013 0.031 0.210
H -0.535 1.163 2.928 0.004 -0.010 0.006 0.217
H -0.832 0.837 1.218 -0.056 0.070 -0.060 0.220
H -0.579 -2.532 2.866 -0.062 0.046 -0.005 0.213
H -1.564 -1.563 1.748 -0.046 -0.040 0.043 0.182
H -1.379 -1.071 3.429 -0.022 0.026 -0.018 0.223
C -2.034 4.124 0.234 0.024 -0.101 -0.112 -0.620
C -1.553 3.782 -1.171 -0.031 0.050 0.212 -0.221
N -2.645 3.356 -2.042 -0.007 -0.076 -0.027 -0.575
C -3.063 2.097 -2.189 -0.193 0.099 -0.160 0.369
S -2.330 0.816 -1.361 0.172 -0.085 0.280 -0.486
N -4.096 1.861 -3.009 -0.044 0.180 -0.024 -0.571
C -4.892 2.873 -3.695 -0.076 0.067 0.158 -0.232
C -5.917 3.552 -2.788 0.090 -0.055 -0.111 -0.622
H -1.201 4.500 0.829 -0.029 0.017 0.015 0.225
H -2.435 3.236 0.722 -0.010 0.015 0.003 0.221
H -2.812 4.888 0.206 0.026 0.032 0.031 0.210
H -0.827 2.973 -1.134 0.045 0.011 -0.057 0.228
H -1.079 4.646 -1.635 -0.029 -0.023 -0.062 0.209
H -3.199 4.086 -2.459 0.027 -0.007 -0.026 0.405
H -4.429 0.914 -3.011 0.025 -0.087 0.000 0.418
H -5.400 2.372 -4.517 0.053 0.003 -0.045 0.225
H -4.218 3.607 -4.144 -0.013 -0.043 -0.086 0.197
H -6.606 2.816 -2.377 -0.011 0.017 0.014 0.221
H -6.491 4.279 -3.363 -0.006 0.010 0.040 0.231
H -5.438 4.071 -1.957 -0.037 0.007 0.021 0.205
```
Forces are in eV/Å.

* charge: +1
* molar mass: 448.330 g mol⁻¹
* energy: -43026.85451 eV


# 4
Entry from OMol25: C4H8O2 as an isolated structure (ωB97M-V/def2-TZVPD).

```
14
Properties=species:S:1:pos:R:3:forces:R:3:nbo_charge:R:1
C -2.257 0.404 -0.149 0.221 0.375 0.229 -0.723
C -1.360 -0.702 0.316 0.187 -1.656 -1.770 0.630
O -1.563 -1.501 1.170 0.030 0.280 0.127 -0.575
H -0.620 -1.236 -0.859 -1.263 0.731 1.358 -0.068
H -3.099 -0.033 -0.684 0.064 -0.064 -0.029 0.242
H -2.634 0.953 0.715 -0.042 -0.046 0.025 0.236
H -1.712 1.092 -0.791 -0.082 -0.044 -0.106 0.224
C 2.568 0.398 0.142 0.224 -0.153 -0.522 -0.723
C 1.198 -0.134 -0.107 -2.894 -0.525 0.488 0.421
O 0.278 0.206 0.650 1.668 0.129 -0.618 -0.527
H 0.423 -0.974 -0.955 2.059 1.125 0.867 0.133
H 3.215 -0.432 0.435 -0.039 -0.007 -0.027 0.252
H 2.971 0.787 -0.795 0.054 -0.018 0.025 0.242
H 2.592 1.173 0.911 -0.187 -0.127 -0.047 0.236
```
Forces are in eV/Å.

* molar mass: 88.106 g mol⁻¹
* ΔE to the lowest compared entry with this formula, charge and spin: 427.2 kJ/mol


> What is the formula in the fourth record?

C4H8O2